1.
Computed, not measured: one molecule with the formula C7H10N2O2S in a non-equilibrium geometry, with ωB97M-V/def2-TZVPD.

As for the highest occupied orbital energy: -8.03 eV. As for the LUMO energy: -0.44 eV. The SMILES is Cc1cc(C)n(C)c(=S(=O)=O)n1. Its HOMO-LUMO gap is 7.6 eV.

Last column: natural (NBO) charge in e.
Element x y z (Å)
C1 0.82 1.31 -2.97  -0.66
C2 0.55 0.93 -1.57  0.31
C3 1.32 -0.05 -0.91  -0.32
C4 0.88 -0.51 0.35  0.31
C5 1.59 -1.59 1.09  -0.66
N1 -0.26 -0.05 0.82  -0.32
C6 -0.89 -0.45 2.04  -0.47
C7 -0.92 0.92 0.13  0.26
S1 -2.95 1.10 0.46  1.58
O1 -3.13 -0.34 0.25  -1.01
O2 -3.08 1.33 1.93  -1.00
N2 -0.58 1.34 -1.02  -0.49
H1 1.84 1.98 -3.01  0.24
H2 -0.09 1.89 -3.23  0.26
H3 0.96 0.44 -3.52  0.23
H4 2.06 -0.52 -1.64  0.24
H5 1.71 -1.49 2.15  0.25
H6 2.52 -1.79 0.66  0.24
H7 0.92 -2.58 0.99  0.25
H8 -1.46 0.32 2.69  0.31
H9 -1.62 -1.21 1.66  0.27
H10 -0.16 -0.98 2.66  0.20

2.
Computed, not measured: one molecule with the formula C7H10N2O2S in a non-equilibrium geometry, with ωB97M-V/def2-TZVPD.

As for the highest occupied orbital energy: -8.56 eV. As for the LUMO energy: 0.36 eV. Its HOMO-LUMO gap is 8.9 eV.

Last column: natural (NBO) charge in e.
Element x y z (Å)
C1 -0.20 2.25 -0.26  -0.15
C2 -1.35 1.84 -0.81  -0.22
C3 0.82 1.26 0.20  -0.44
C4 0.47 -2.51 0.21  -0.38
C5 -1.93 0.45 -0.53  -0.20
C6 0.37 -0.21 -0.08  -0.05
C7 -1.10 -0.44 0.38  -0.46
N1 -3.17 0.28 0.17  0.15
N2 1.07 -1.26 0.55  -0.62
O1 -3.58 1.19 0.84  -0.30
O2 -2.09 -2.38 -1.03  -0.98
S1 -1.50 -2.24 0.24  1.24
H1 0.17 3.26 -0.19  0.21
H2 -2.07 2.55 -1.30  0.23
H3 1.81 1.66 -0.30  0.23
H4 1.03 1.44 1.21  0.22
H5 0.51 -2.88 -0.80  0.21
H6 0.72 -3.39 0.93  0.23
H7 -2.11 -0.11 -1.51  0.25
H8 0.34 -0.36 -1.20  0.21
H9 -1.45 -0.01 1.32  0.24
H10 1.38 -1.18 1.47  0.39

3.
Computed, not measured: a 2-piece molecular cluster, C7H10N2O3 overall in a non-equilibrium geometry, with ωB97M-V/def2-TZVPD.

As for the highest occupied orbital energy: -8.58 eV. As for the LUMO energy: 0.77 eV. Its HOMO-LUMO gap is 9.4 eV.

Last column: natural (NBO) charge in e.
Element x y z (Å)
C1 -2.85 -0.32 0.58  -0.27
C2 -2.96 -0.33 -0.82  -0.29
C3 -1.56 -0.60 0.94  -0.05
C4 -1.74 -0.71 -1.28  -0.03
C5 1.08 1.80 -0.03  0.26
C6 1.34 -1.42 0.77  -0.13
C7 0.47 -1.00 -0.44  0.73
N1 -0.84 -0.73 -0.22  -0.41
N2 1.51 2.81 0.75  -0.84
O1 1.72 1.83 -1.16  -0.69
O2 2.67 -1.37 0.51  -0.71
O3 0.94 -1.06 -1.55  -0.63
H1 -3.63 -0.04 1.36  0.23
H2 -3.93 -0.11 -1.31  0.24
H3 -1.04 -0.65 1.81  0.21
H4 -1.31 -0.76 -2.28  0.23
H5 0.95 -2.36 1.01  0.17
H6 1.11 -0.71 1.55  0.19
H7 1.46 2.79 1.75  0.41
H8 2.17 3.48 0.17  0.37
H9 3.00 -1.66 -0.40  0.50
H10 1.44 1.12 -1.69  0.51

4.
Computed, not measured: C7H10N2O3Sn as an isolated structure in a non-equilibrium geometry, with ωB97M-V/def2-TZVPD.

As for the highest occupied orbital energy: -14.03 eV. As for the LUMO energy: -11.14 eV. As for the total charge: +2. Its HOMO-LUMO gap is 2.9 eV.

Last column: natural (NBO) charge in e.
Element x y z (Å)
Sn1 -0.46 -1.15 -1.89  1.58
C1 -0.39 1.84 2.62  -0.22
C2 -0.49 2.21 3.97  -0.26
C3 -1.02 1.32 4.90  0.37
C4 -1.57 0.09 4.43  -0.21
C5 -1.37 -0.31 3.10  -0.22
C6 -0.84 0.57 2.17  0.26
O1 -0.64 0.08 0.84  -0.74
O2 -1.09 1.65 6.23  -0.59
H1 0.14 2.47 1.93  0.23
H2 -0.22 3.20 4.31  0.24
H3 -2.05 -0.55 5.16  0.26
H4 -1.62 -1.32 2.83  0.24
H5 0.19 0.46 0.54  0.48
H6 -0.48 2.39 6.29  0.49
C7 1.46 -1.58 -5.40  0.79
O3 1.31 -1.57 -4.21  -0.78
N1 0.43 -1.83 -6.26  -0.82
N2 2.60 -1.40 -6.01  -0.77
H7 0.52 -1.75 -7.26  0.42
H8 -0.47 -1.91 -5.80  0.40
H9 2.57 -1.65 -6.99  0.41
H10 3.46 -1.24 -5.51  0.43

5.
Computed, not measured: an isolated ion of composition C7H10N2P and charge +1 in a non-equilibrium geometry, with ωB97M-V/def2-TZVPD.

As for the highest occupied orbital energy (alpha / beta): -12.55 / -12.54 eV. As for the LUMO energy (alpha / beta): -6.23 / -6.24 eV. As for the total charge: +1. The SMILES is C1=P#[N+]/C=C\NC/C=C\C1. Its HOMO-LUMO gap (alpha / beta) is 6.3 / 6.3 eV.

Last column: natural (NBO) charge in e.
Element x y z (Å)
C1 1.51 -1.65 -0.17  -0.53
P1 2.69 -0.63 0.57  0.98
N1 2.36 0.88 0.13  -0.69
C2 1.67 1.84 -0.39  0.02
C3 0.30 1.84 -0.38  0.20
N2 -0.37 1.36 0.63  -0.42
C4 -1.76 0.82 0.60  -0.28
C5 -1.75 -0.70 0.73  -0.24
C6 -0.97 -1.55 0.08  -0.11
C7 0.25 -1.35 -0.86  -0.52
H1 1.79 -2.64 -0.27  0.23
H2 2.25 2.45 -0.92  0.23
H3 -0.21 2.26 -1.27  0.25
H4 0.17 0.78 1.35  0.44
H5 -2.36 1.27 -0.35  0.25
H6 -2.33 1.14 1.54  0.26
H7 -2.55 -1.02 1.34  0.24
H8 -0.97 -2.58 0.61  0.24
H9 0.09 -2.16 -1.61  0.26
H10 0.18 -0.35 -1.37  0.21

6.
Computed, not measured: an isolated ion of composition C7H10N3S and charge +1 in a non-equilibrium geometry, with ωB97M-V/def2-TZVPD.

As for the highest occupied orbital energy (alpha / beta): -13.72 / -13.72 eV. As for the LUMO energy (alpha / beta): -4.92 / -4.92 eV. As for the total charge: +1. Its HOMO-LUMO gap (alpha / beta) is 8.8 / 8.8 eV.

Last column: natural (NBO) charge in e.
Element x y z (Å)
C1 -0.43 -0.19 -1.87  0.36
C2 -2.45 0.34 -0.58  -0.06
C3 -0.14 0.76 0.24  0.30
C4 -2.79 -0.86 -0.23  -0.30
C5 1.30 -0.81 -0.51  0.55
C6 2.35 -1.79 -0.44  -0.70
C7 0.88 2.18 2.21  -0.73
N1 -1.06 0.42 -0.84  -0.40
N2 0.89 0.01 0.48  -0.51
N3 0.78 -0.66 -1.78  -0.49
S1 -0.55 2.11 1.17  0.46
H1 -0.99 -0.29 -2.79  0.24
H2 -3.00 1.18 -0.38  0.24
H3 -2.06 -1.70 -0.18  0.21
H4 -3.81 -1.09 -0.27  0.23
H5 1.87 -2.81 -0.21  0.28
H6 3.06 -1.59 0.37  0.27
H7 2.74 -1.83 -1.52  0.29
H8 1.14 1.28 2.69  0.26
H9 0.63 2.83 2.97  0.25
H10 1.63 2.50 1.46  0.25

7.
Computed, not measured: C7H10N4O7P2STc as an isolated structure in a non-equilibrium geometry, with ωB97M-V/def2-TZVPD.

As for the highest occupied orbital energy (alpha / beta): -11.54 / -11.46 eV. As for the LUMO energy (alpha / beta): -5.43 / -6.20 eV. Its multiplicity is 3. Its expectation value of S² is 2.026. As for the total charge: +1. Its HOMO-LUMO gap (alpha / beta) is 6.1 / 5.3 eV.

Last column: Löwdin spin population.
Element x y z (Å)
Tc1 -0.42 -0.05 -1.71  1.63
N1 2.92 2.05 0.82  0.00
C1 2.26 0.68 0.67  0.00
C2 3.01 -0.35 1.51  0.00
P1 2.43 0.33 -1.14  0.01
O1 2.03 -1.21 -1.33  0.00
O2 3.80 0.71 -1.51  0.00
O3 1.24 1.02 -1.85  0.11
P2 0.49 0.76 1.21  0.00
O4 0.15 2.24 0.69  0.00
O5 0.33 0.54 2.64  0.00
O6 -0.22 -0.25 0.25  0.01
H1 3.71 2.10 0.16  0.00
H2 3.25 2.20 1.77  0.00
H3 2.25 2.79 0.60  0.00
H4 4.05 -0.43 1.20  0.00
H5 2.53 -1.32 1.41  0.00
H6 2.95 -0.08 2.57  0.00
H7 2.79 -1.82 -1.47  0.00
H8 -0.77 2.48 0.95  0.00
N2 -3.35 -2.97 -1.29  0.00
C3 -2.90 -1.77 -0.94  0.01
O7 -1.85 -1.36 -1.63  0.14
C4 -3.53 -1.08 0.09  0.03
C5 -3.15 0.21 0.54  0.00
N3 -2.86 1.26 0.92  0.01
C6 -4.63 -1.71 0.74  0.00
N4 -5.51 -2.24 1.27  0.01
H9 -2.88 -3.49 -2.02  0.00
H10 -4.14 -3.39 -0.83  0.00
S1 -2.40 2.68 -2.27  0.07
C7 -1.56 1.47 -2.02  -0.04

8.
Computed, not measured: a 2-piece molecular cluster, C7H10N7O overall in a non-equilibrium geometry, with ωB97M-V/def2-TZVPD.

As for the highest occupied orbital energy: -11.29 eV. As for the LUMO energy: -3.31 eV. As for the total charge: +1. Its HOMO-LUMO gap is 8.0 eV.

Last column: natural (NBO) charge in e.
Element x y z (Å)
C1 2.05 0.79 0.47  -0.09
C2 1.05 1.82 0.55  -0.13
C3 -2.10 0.54 -1.22  0.04
C4 1.12 -0.84 -1.73  0.69
C5 -2.56 -0.51 0.85  -0.08
C6 -0.88 -0.03 -1.25  -0.08
C7 -0.42 -0.83 -0.12  0.44
N1 2.13 0.30 1.66  -0.28
N2 0.50 1.82 1.77  -0.20
N3 -2.91 0.34 -0.22  -0.36
N4 1.17 0.92 2.45  -0.19
N5 0.09 -0.12 -2.17  -0.44
N6 0.85 -1.24 -0.45  -0.54
N7 -1.15 -0.96 0.97  -0.59
O1 2.24 -1.11 -2.33  -0.61
H1 2.59 0.54 -0.38  0.22
H2 -2.58 1.22 -1.96  0.23
H3 -2.77 0.07 1.78  0.21
H4 -3.30 -1.34 0.88  0.20
H5 0.66 2.58 -0.17  0.24
H6 0.94 0.77 3.43  0.43
H7 0.00 0.32 -3.01  0.45
H8 1.46 -1.74 0.22  0.47
H9 2.65 -1.97 -1.99  0.53
H10 -0.82 -1.31 1.93  0.44

Record order is preserved below.
Energy relative to the best compared isomer or geometry (same formula, charge and spin): 335.7 557.6 305.7 124.0 346.3 116.2 10.5 241.7 kJ/mol